HNO2PS | ωB97M-V/def2-TZVPD

Atoms and positions in Å:
N1 -0.7142 1.5280 0.6664
O1 0.5048 3.0682 2.0552
O2 -0.0839 -0.3768 1.9656
P1 -0.9207 -0.1921 0.6603
S1 -0.1955 1.7664 2.0993
H1 0.1650 -0.1250 -0.5366

Calculated values
E_LUMO ... 4.15 eV
Strongest force on any atom ... 2.523 eV Å⁻¹
Total charge ... -1
DFT total energy ... -945.38861 Eh
Spin multiplicity ... 1
HOMO-LUMO gap ... 7.958 eV

=====

HNO2PS | ωB97M-V/def2-TZVPD

Atoms and positions in Å:
N1 -0.3694 -1.0576 0.6412
O1 1.5527 -0.4989 -0.7972
O2 -0.6223 0.8111 -0.9105
P1 -0.9979 0.4499 0.7629
S1 0.1318 -0.8126 -0.9198
H1 0.3052 1.1081 1.2234

Calculated values
E_LUMO ... 3.96 eV
Strongest force on any atom ... 2.457 eV Å⁻¹
Total charge ... -1
Structure (SMILES) ... [O-][S@@]12=N[P@@H]=1O2
DFT total energy ... -945.38349 Eh
Spin multiplicity ... 1
HOMO-LUMO gap ... 7.291 eV

=====

HNO2S | ωB97M-V/def2-TZVPD

Atoms and positions in Å:
N1 -0.7651 0.7707 0.1102
O1 1.7697 0.5905 0.1891
O2 0.5026 -1.4633 0.1690
S1 0.4931 -0.0680 0.0262
H1 -2.0003 0.1701 -0.4946

Calculated values
E_LUMO ... -1.10 eV
Strongest force on any atom ... 5.624 eV Å⁻¹
DFT total energy ... -603.87471 Eh
Spin multiplicity ... 1
HOMO-LUMO gap ... 10.167 eV

=====

HNO3S | ωB97M-V/def2-TZVPD

Atoms and positions in Å:
N1 -0.3993 -0.5615 -1.2843
O1 -0.9961 -0.2882 -2.2469
O2 -0.2588 0.5478 -0.3604
O3 1.7685 -0.2465 1.2175
S1 0.2992 -0.2923 1.0472
H1 -0.4135 0.8407 1.6270

Calculated values
E_LUMO ... -0.48 eV
Strongest force on any atom ... 2.095 eV Å⁻¹
DFT total energy ... -679.11304 Eh
Spin multiplicity ... 1
HOMO-LUMO gap ... 10.162 eV

=====

HNO3S3 | ωB97M-V/def2-TZVPD

Atoms and positions in Å:
N1 0.7929 0.2220 1.2929
O1 -0.9578 -0.9597 -2.1842
O2 -0.9818 1.5122 -2.2809
O3 0.7324 -0.0887 3.6946
S1 0.8878 0.4442 -0.2942
S2 -1.2079 0.4550 -1.3503
S3 1.6500 0.1319 2.6077
H1 -0.9157 -1.7169 -1.4856

Calculated values
E_LUMO (spin up / spin down) ... -1.01 / -1.01 eV
Strongest force on any atom ... 3.324 eV Å⁻¹
DFT total energy ... -1475.54378 Eh
Spin multiplicity ... 1
HOMO-LUMO gap (spin up / spin down) ... 8.063 / 8.062 eV

=====

HNO4P | ωB97M-V/def2-TZVPD

Atoms and positions in Å:
N1 0.6114 -0.1221 0.5409
O1 -1.5344 2.4767 1.8286
O2 -1.9290 1.0711 -0.1781
O3 0.5448 1.3727 0.8110
O4 -0.0378 -0.7167 1.5117
P1 -1.0785 1.4530 0.9241
H1 0.0325 -0.3132 -0.2496

Calculated values
E_LUMO (spin up / spin down) ... 4.18 / 4.18 eV
Strongest force on any atom ... 3.211 eV Å⁻¹
Total charge ... -1
DFT total energy ... -697.67894 Eh
Spin multiplicity ... 1
HOMO-LUMO gap (spin up / spin down) ... 7.845 / 7.844 eV

=====

HNO4S | ωB97M-V/def2-TZVPD

Atoms and positions in Å:
N1 -1.1582 0.1144 0.7453
O1 1.6082 0.0157 -2.2107
O2 1.5537 0.2034 0.1508
O3 -1.1160 -0.4173 -0.3671
O4 -2.0567 0.5519 1.4012
S1 1.4142 -0.6923 -0.9816
H1 -0.2452 0.2243 1.2622

Calculated values
E_LUMO ... -1.17 eV
Strongest force on any atom ... 2.074 eV Å⁻¹
DFT total energy ... -754.38887 Eh
Spin multiplicity ... 1
HOMO-LUMO gap ... 10.847 eV

=====

HO2PS | ωB97M-V/def2-TZVPD

Atoms and positions in Å:
O1 2.0609 -0.8072 0.6465
O2 -1.3615 1.5039 -0.2528
P1 1.2859 -0.3387 -0.4767
S1 -0.8602 0.3329 0.4630
H1 -1.1251 -0.6908 -0.3799

Calculated values
E_LUMO ... -1.67 eV
Strongest force on any atom ... 2.035 eV Å⁻¹
Structure (SMILES) ... O=P#[SH]=O
DFT total energy ... -890.55467 Eh
Spin multiplicity ... 1
HOMO-LUMO gap ... 7.098 eV

=====

spin multiplicity of number 2 (HNO2PS)? 1

=====

The highest strongest force on any atom belongs to which entry? HNO2S